No. 1
Formula: C5H2N2O3
Source: the Open Molecules 2025 dataset
Level of theory: wB97M-V/def2-TZVPD

```
12
Properties=species:S:1:pos:R:3:forces:R:3
N -0.53142 -0.40886 -0.38218 -1.55 1.15 0.35
H 2.45260 0.35462 0.83548 0.25 0.11 0.13
O -0.17485 -2.29931 -1.64908 0.19 -0.05 0.06
O -3.74256 1.71442 0.33862 -0.33 -0.28 -0.14
C 1.64885 -0.12622 0.31724 0.10 -0.01 0.03
H 2.45489 -1.88613 -0.70643 0.33 -0.02 0.06
O -0.17347 1.43695 0.94201 0.19 0.34 0.48
C 0.23180 0.34887 0.30616 -0.81 -1.72 -1.34
C -2.60136 1.65229 0.53611 0.56 -0.50 -0.13
C 1.65614 -1.22478 -0.43594 -0.07 0.16 0.09
N -1.45669 1.87881 0.82474 0.69 0.73 0.28
C 0.23609 -1.44067 -0.92672 0.47 0.09 0.14
```
Forces are in eV/Å.

Summary:
* HOMO-LUMO gap: 9.3 eV
* 2S+1: 1
* E_tot: -14336.303 eV
* E_HOMO: -10.54 eV
* LUMO: -1.29 eV
* ΔE to the lowest compared entry with this formula, charge and spin: 3.2852 eV
* molecular weight: 138.1 u

No. 2
Formula: C26H15Br4FeGeO6
Source: the Open Molecules 2025 dataset
Level of theory: wB97M-V/def2-TZVPD

```
53
Properties=species:S:1:pos:R:3:forces:R:3
Br -0.58415 -4.00918 1.42707 0.03 0.00 0.00
C 1.35058 1.91175 2.76574 -0.03 -0.03 0.09
O 0.23463 2.89586 -0.27781 0.04 -0.14 -0.07
C -1.90296 -2.85916 0.73331 -0.01 0.09 -0.13
O -2.07211 0.53829 -0.47634 0.11 -0.01 0.11
Br -5.90271 -3.00295 -0.37507 0.00 0.00 0.00
Fe -0.17645 0.98842 -0.18103 -0.07 0.42 -0.35
C 2.25814 -2.27572 2.35062 0.06 0.10 -0.01
C -4.01294 -2.51167 4.43284 0.00 0.01 -0.01
C 3.16730 -1.72860 4.91959 0.03 -0.01 -0.02
C 1.53572 3.27380 2.93662 -0.01 0.00 -0.01
H 3.52457 -1.50349 5.91654 0.00 0.00 0.00
H -1.99902 1.75751 3.30114 0.00 0.00 -0.01
O 1.76084 0.75160 -0.08559 -0.03 0.01 -0.03
C -2.97479 -0.79694 3.10968 -0.02 -0.01 -0.04
C -1.70798 -1.28668 3.43773 -0.03 0.05 0.09
H -1.66344 4.16841 3.59722 0.00 0.00 0.00
O -0.34910 -0.99087 0.81926 -0.15 -0.24 -0.06
H -5.09390 -1.03896 3.29930 0.00 0.00 0.01
C -3.19879 -3.31515 0.47674 -0.04 0.04 -0.02
C -2.45578 -0.66345 -0.17886 -0.01 -0.15 0.07
C -4.11987 -1.40995 3.59321 0.00 0.00 0.02
H 2.20039 1.28591 2.52197 0.01 0.01 -0.02
C 2.42078 1.88057 -0.09944 0.02 -0.04 -0.01
H 2.52027 3.70102 2.79976 0.00 0.00 0.00
O 2.01106 4.25269 -0.40581 0.00 0.00 0.00
C -3.75544 -1.13838 -0.41686 0.03 0.03 0.01
C 1.52651 -1.42242 3.17103 0.07 0.00 -0.01
C 2.00240 -1.13880 4.45071 -0.04 -0.06 0.03
Ge -0.10732 -0.55531 2.61333 0.00 -0.17 0.43
H -4.90668 -3.00086 4.79951 0.00 0.00 0.00
Br -4.96154 0.10063 -1.16468 0.01 -0.01 0.00
H 0.58728 5.15387 3.33247 0.00 0.00 0.00
C -0.81651 3.53442 3.36686 -0.01 0.01 -0.01
H -0.64357 -2.78691 4.54509 0.01 -0.01 0.00
C -1.61704 -2.38344 4.29017 -0.01 0.03 0.03
Br -3.67550 -5.09143 0.89539 0.00 -0.02 0.00
H 1.46555 -0.44432 5.08920 -0.01 0.00 0.01
H 4.79615 -3.04650 4.45589 0.00 0.00 0.01
H -3.08135 0.04176 2.43009 0.01 0.00 0.01
H 1.92582 -2.45954 1.33862 0.00 -0.01 -0.02
C -2.76171 -2.99084 4.78969 -0.01 0.00 0.01
C 1.51123 3.15545 -0.29105 -0.01 0.03 0.05
H -2.67498 -3.85340 5.43848 0.00 0.00 0.00
O 3.61640 1.99011 0.05863 -0.01 0.01 0.02
C 0.44824 4.08562 3.22683 0.01 0.00 0.00
C -4.12642 -2.43574 -0.07567 0.01 -0.04 0.00
C -1.00463 2.17132 3.19138 0.02 0.01 -0.04
H 4.00135 -3.50704 2.16306 0.00 0.00 0.00
C 0.07514 1.34989 2.86961 0.06 0.06 0.01
C -1.55753 -1.54610 0.46937 -0.03 0.01 -0.10
C 3.87974 -2.59270 4.09951 0.00 0.01 0.02
C 3.43032 -2.85677 2.81365 0.00 0.01 -0.02
```
Forces are in eV/Å.

Summary:
* HOMO-LUMO gap (alpha / beta): 7.7 / 7.7 eV
* 2S+1: 5
* E_tot: -410568.883 eV
* E_HOMO (alpha / beta): -5.67 / -5.73 eV
* total charge: -1
* LUMO (alpha / beta): 2.00 / 2.00 eV
* ΔE to the lowest compared entry with this formula, charge and spin: 0.0000 eV
* molecular weight: 871.5 u

No. 3
Formula: C23H23NO8S
Source: the Open Molecules 2025 dataset
Level of theory: wB97M-V/def2-TZVPD

```
56
Properties=species:S:1:pos:R:3:forces:R:3
H -3.87792 0.47534 -3.77871 0.07 0.06 -0.13
C 3.08516 -0.10720 1.49310 0.14 -0.25 -0.06
H -3.52297 -0.60677 1.95241 -0.23 -0.02 0.07
C 2.78104 -2.65536 0.43316 -0.02 -0.06 -0.05
H -4.16794 1.59563 -0.96737 0.07 -0.01 -0.03
O 0.66208 -2.82680 1.44035 -0.25 -0.23 0.08
C 0.06656 3.49096 1.02584 -0.06 -0.05 0.02
H 3.21347 0.85864 1.95579 -0.04 0.06 -0.03
H 6.88323 0.09604 -1.17178 0.04 0.05 -0.09
C -3.41028 0.81106 -1.06342 -0.14 -0.13 -0.54
N -2.97611 0.44956 0.27446 1.12 -0.31 0.21
H 1.20889 -0.44692 2.44907 -0.03 0.03 0.09
H -6.01675 -2.99445 0.32181 -0.05 -0.10 -0.01
H 5.84944 2.11997 -0.50352 -0.06 -0.07 0.15
C 3.91083 -1.90790 0.12931 -0.60 0.59 0.60
C -3.98762 -0.27312 1.02559 -0.16 -0.57 0.16
O 4.84654 -2.49966 -0.64198 -0.03 -0.32 -0.17
C 5.97895 -1.84806 -1.04715 0.58 -0.07 -0.22
C 1.96520 -0.84332 1.78769 -0.14 -0.14 0.17
H -3.67869 -2.15808 0.04543 -0.13 0.05 0.01
C 1.70693 2.25400 -0.22245 -0.24 -0.14 0.04
H -1.77712 2.44282 1.41915 -0.10 0.09 0.06
C -3.99877 -0.39398 -1.81392 0.20 0.27 -0.35
C 3.10692 1.99018 -0.67160 -0.28 -0.03 -0.24
O -5.00693 -1.00594 -1.02984 -0.18 0.03 -0.01
O -1.12387 -1.00863 -0.82595 0.03 0.15 -0.20
O -1.24046 -0.78739 1.61170 -0.36 0.09 0.25
H -3.18549 -1.11639 -1.98689 -0.18 0.11 0.02
H -5.42889 0.73404 -2.95579 -0.09 0.12 -0.01
O 6.80571 -2.46687 -1.66779 -0.31 0.14 0.18
C 4.05563 -0.58655 0.60036 -0.11 -0.46 -0.01
H 5.67970 1.89616 1.26130 -0.06 -0.01 -0.14
C 5.23724 1.67248 0.28614 0.44 -0.08 -0.13
C 0.80817 1.19963 -0.35693 0.08 0.07 -0.25
H -5.31381 -2.55958 1.88932 0.00 -0.07 0.13
C 5.14836 0.18102 0.06088 0.46 -0.20 -0.35
C -4.51940 -1.46292 0.21765 -0.06 -0.03 0.46
S -1.43522 -0.19296 0.30964 0.02 0.69 0.14
H -4.80295 0.42316 1.24580 0.05 -0.03 -0.01
O 3.42453 1.47201 -1.70554 0.01 0.11 0.06
C 1.33334 3.39862 0.47074 0.07 -0.14 -0.10
H -6.47821 -1.48004 1.09776 -0.11 0.08 0.06
C -4.62664 0.02311 -3.13538 0.15 -0.19 0.46
O 3.95495 2.29853 0.32220 0.09 0.28 0.15
C 1.77248 -2.11151 1.21933 0.53 0.37 -0.05
H -0.22633 4.38679 1.55155 -0.04 0.07 0.04
H -5.04410 -0.84942 -3.62859 -0.03 -0.06 -0.09
C -5.65744 -2.17318 0.93453 0.36 0.21 -0.31
H -2.54341 1.20437 -1.59596 -0.13 0.13 -0.18
C 6.06128 -0.43620 -0.72054 -0.31 0.40 0.38
C -0.80785 2.41785 0.94746 -0.04 0.14 0.08
H 1.07733 0.30671 -0.89913 0.14 -0.10 -0.06
C -0.42527 1.28493 0.25406 -0.35 -0.37 -0.11
H 2.03686 4.20978 0.57779 0.07 0.08 0.05
H -0.05906 -2.24339 1.74417 0.22 -0.07 -0.10
H 2.67869 -3.65075 0.03467 -0.02 -0.14 -0.08
```
Forces are in eV/Å.

Summary:
* HOMO-LUMO gap: 8.1 eV
* 2S+1: 1
* E_tot: -52929.780 eV
* E_HOMO: -8.28 eV
* LUMO: -0.14 eV
* ΔE to the lowest compared entry with this formula, charge and spin: 0.2454 eV
* molecular weight: 473.5 u

No. 4
Formula: C18H28Cl12N4O6
Source: the Open Molecules 2025 dataset
Level of theory: wB97M-V/def2-TZVPD

```
68
Properties=species:S:1:pos:R:3:forces:R:3
H -20.52536 8.14386 14.00112 0.00 -0.03 -0.44
O -20.13703 12.80153 10.91921 -0.88 -0.49 0.64
Cl -16.71294 7.37767 10.29332 -0.08 0.10 -0.12
O -20.63069 14.40403 12.51674 -0.01 -3.10 -1.33
H -22.39116 2.34321 9.62572 -0.02 -0.06 -0.06
C -18.32818 4.57214 7.29274 -0.46 2.10 1.48
H -26.37365 8.87085 10.90544 0.28 -0.58 -0.28
H -18.86405 4.23858 14.56714 -0.02 -0.17 -0.23
C -18.64661 3.78856 13.59848 -0.27 0.36 -0.06
Cl -23.67608 10.76415 8.72672 0.32 0.24 -0.34
Cl -15.97572 9.80108 8.87299 -0.41 -0.03 0.10
Cl -16.10868 7.31316 7.42388 0.29 -0.01 0.18
C -22.67354 2.86942 10.53756 -0.59 -1.20 0.06
H -25.99429 7.95785 12.41746 0.09 0.06 -0.15
H -23.56890 3.44502 10.30279 0.12 0.13 0.14
O -21.55723 12.34903 12.53151 0.23 -0.23 0.30
N -19.93017 8.43122 10.16961 0.62 1.25 0.07
Cl -17.00939 3.15715 13.64863 0.07 0.23 -0.14
C -20.90457 6.03981 9.78472 0.58 -0.01 -0.18
N -23.21154 8.33871 10.91850 -0.49 0.22 0.23
C -21.36683 7.67702 13.48917 -1.13 -0.22 -0.32
H -20.21625 5.34633 10.26783 -0.20 -0.10 -0.09
H -21.25253 10.24464 12.07753 0.54 0.49 0.21
H -22.86907 10.88419 12.19070 0.02 0.04 -0.03
C -22.22250 9.97621 8.08007 -0.36 -1.04 -0.11
C -20.32306 7.38064 9.97399 -1.33 -1.65 -0.15
H -18.57981 13.08292 9.68617 -0.01 -0.25 0.14
C -22.23850 5.50234 13.93238 -1.51 -1.33 -2.77
C -22.82741 3.41576 15.14465 0.76 -0.53 -0.63
C -16.82657 8.25517 8.78344 0.30 -0.47 -0.96
Cl -18.84740 5.12767 12.38980 0.29 -0.88 0.66
Cl -20.91474 11.04561 7.66747 0.00 0.36 0.17
H -19.12282 3.37531 5.74821 0.13 0.26 -0.16
C -19.34699 13.67745 10.18224 1.62 0.39 -0.45
C -18.16696 3.78855 6.07015 0.49 -1.15 0.60
N -23.28538 1.01088 12.33272 -0.20 -0.37 0.31
C -23.20544 4.33508 6.01678 -0.45 -0.59 0.12
C -25.67917 8.74857 11.73661 0.47 0.81 -0.02
Cl -19.77590 2.44368 13.32827 0.11 0.45 -0.17
H -21.88594 9.24820 8.81819 0.02 0.38 0.06
O -22.37659 5.14865 12.71072 0.80 1.00 4.56
Cl -24.30938 2.95461 6.38393 0.63 0.34 -0.16
H -17.58237 4.19159 5.24316 -0.37 0.69 0.26
O -21.87754 6.69944 14.37459 0.24 -1.58 0.91
H -17.56730 2.93955 6.39833 -0.01 -0.34 -0.08
H -23.64000 3.01717 14.53726 -0.04 0.41 -0.15
H -19.86658 14.17161 9.36131 -0.42 0.29 0.45
H -17.84879 8.33893 8.41446 0.03 0.46 0.84
H -21.18465 7.17213 12.54049 0.43 0.57 -0.02
C -23.04623 1.81096 11.55105 1.01 1.78 -1.01
H -25.77306 9.72182 12.21834 0.20 -0.09 0.45
H -21.84402 3.52748 10.79633 -0.26 -0.25 0.60
H -21.90480 5.90843 10.19749 0.11 0.49 0.16
H -18.82869 14.34361 10.87195 -0.24 0.41 -0.32
Cl -23.72950 5.73541 6.89930 -0.28 0.47 0.06
C -21.86232 11.11742 11.84406 -0.82 -0.03 -0.21
C -24.27066 8.57095 11.30570 -0.65 -0.56 -0.31
H -23.02345 3.21814 16.19851 0.04 0.14 -0.15
Cl -22.66071 8.99126 6.64609 -0.02 0.23 0.17
N -18.48897 5.22177 8.25265 0.43 -1.69 -2.20
H -20.90060 5.78762 8.72430 -0.06 0.14 0.06
Cl -21.52432 4.00689 6.47008 -0.30 -0.27 -0.22
O -22.57867 4.80856 15.04626 0.04 1.39 -0.60
H -21.90369 11.23205 10.76089 0.18 0.19 0.22
C -20.73936 13.26674 12.02806 -0.12 2.32 0.44
H -22.23633 8.32874 13.40361 0.60 0.64 -0.47
H -23.28644 4.50819 4.94367 0.21 0.00 0.28
H -21.89178 2.94993 14.83529 -0.29 -0.51 0.16
```
Forces are in eV/Å.

Summary:
* HOMO-LUMO gap: 10.6 eV
* 2S+1: 1
* E_tot: -187632.091 eV
* E_HOMO: -10.48 eV
* LUMO: 0.11 eV
* molecular weight: 821.9 u

No. 5
Formula: C4H6BrClNO
Source: the Open Molecules 2025 dataset
Level of theory: wB97M-V/def2-TZVPD

```
14
Properties=species:S:1:pos:R:3:forces:R:3
H -0.52160 0.86333 1.61981 1.77 0.12 2.34
Br -2.41365 1.33343 0.30007 -0.36 0.08 -0.56
C 0.08262 -1.06698 -0.69626 3.42 1.95 -1.87
C -0.92976 0.41471 0.80316 -4.37 -0.95 -1.54
C 1.16586 -0.03215 -0.14357 -0.36 -0.34 -1.14
C 1.00115 1.30862 -0.65168 1.08 -0.56 -0.95
H -0.30122 -1.32009 1.41883 -1.37 -0.34 -3.24
H -0.27478 -0.52199 -1.63569 -0.46 -1.43 1.37
H 0.46881 1.47715 -1.57705 -0.08 0.16 0.07
N -0.83130 -1.01931 0.43617 0.61 -0.94 3.16
H 0.62493 -2.01835 -0.90688 -1.05 0.46 0.35
Cl 1.73077 2.59477 0.07547 0.21 0.34 0.26
H -1.67263 -1.63065 0.18484 0.71 1.43 1.24
O 1.87081 -0.38249 0.77279 0.27 0.03 0.52
```
Forces are in eV/Å.

Summary:
* HOMO-LUMO gap (alpha / beta): 8.8 / 7.9 eV
* 2S+1: 3
* E_tot: -90335.405 eV
* E_HOMO (alpha / beta): -12.51 / -14.55 eV
* total charge: +1
* LUMO (alpha / beta): -3.69 / -6.67 eV
* molecular weight: 199.5 u

No. 6
Formula: CHO3Tl
Source: the Open Molecules 2025 dataset
Level of theory: wB97M-V/def2-TZVPD

```
6
Properties=species:S:1:pos:R:3:forces:R:3
O -10.96892 23.71464 6.11107 0.75 -0.65 -1.59
Tl -9.27284 22.09063 2.27985 0.42 -0.44 -0.47
O -12.09352 25.38033 5.18293 2.73 -2.80 -0.95
C -11.32435 24.27690 5.05085 -1.90 3.98 0.14
H -12.47835 25.20468 6.04470 -1.96 0.71 1.47
O -10.90610 23.92696 3.93594 -0.03 -0.80 1.40
```
Forces are in eV/Å.

Summary:
* HOMO-LUMO gap: 4.6 eV
* 2S+1: 1
* E_tot: -11863.381 eV
* E_HOMO: -22.16 eV
* total charge: +2
* LUMO: -17.56 eV
* ΔE to the lowest compared entry with this formula, charge and spin: 0.5212 eV
* molecular weight: 265.4 u

Q: Which value of molecular weight does entry 1 give?
A: 138.1 u

Q: Which of these has the lowest E_tot?
A: C26H15Br4FeGeO6

Q: Which value of E_tot does entry 6 give?
A: -11863.381 eV

Q: What is the formula in the second record?
A: C26H15Br4FeGeO6